(1)
{"formula": "C17H21N3O", "method": "ωB97M-V with the def2-TZVPD basis set", "symbols": ["C", "H", "C", "H", "C", "H", "N", "H", "H", "C", "C", "C", "C", "C", "C", "C", "H", "H", "N", "C", "H", "C", "C", "C", "H", "H", "H", "H", "C", "H", "H", "H", "H", "N", "H", "H", "C", "C", "O", "H", "H", "H"], "xyz": [[-3.582772, 2.130251, -0.441753], [-3.245107, -2.683947, 0.321246], [0.117665, -0.082097, -0.752949], [3.253500, 2.009131, -2.164289], [3.094475, 0.080547, -0.216897], [-2.792718, 1.902731, -1.151460], [-1.209468, -1.534638, 0.298011], [2.671764, 1.014822, -3.510596], [-3.655662, 3.211649, -0.347477], [2.409571, 0.108969, -1.568397], [3.627825, 1.134941, 1.880583], [-4.212505, -2.241053, 0.541232], [-0.009451, -1.406277, -0.373707], [4.464558, -1.056382, 1.400255], [2.999891, 1.163385, 0.648314], [-4.202099, -0.759747, 0.189793], [2.430482, 2.038578, 0.365496], [-4.094947, -0.644022, -0.889995], [1.580473, -3.347294, -0.797120], [3.176413, 0.993598, -2.547948], [0.934741, 1.598670, -1.447875], [-3.064092, -0.004622, 0.902301], [-1.748782, -0.368697, 0.301022], [0.860343, -2.474180, -0.598128], [-4.419231, -2.379692, 1.599976], [3.542739, 1.981898, 2.545795], [5.032092, -1.927411, 1.690911], [-4.126077, 1.723160, 1.590812], [4.362173, 0.024471, 2.259081], [-4.978247, -2.759754, -0.030631], [-2.401386, 1.991059, 1.347238], [2.361292, -0.912092, -1.962430], [-3.038657, -0.358336, 1.940504], [1.039273, 0.593883, -1.482451], [-5.150559, -0.307510, 0.487699], [-4.524113, 1.761890, -0.840442], [-3.287721, 1.514170, 0.922341], [3.832770, -1.029372, 0.169665], [-0.979017, 0.576288, -0.324097], [3.899908, -1.880730, -0.490612], [4.850407, 0.001741, 3.221958], [4.180247, 0.602035, -2.684967]], "forces_ev_per_angstrom": [[0.02, -0.03, 0.17], [-0.04, -0.12, 0.01], [0.20, -1.01, 0.00], [0.03, 0.12, 0.06], [0.00, -0.16, 0.06], [0.01, 0.04, -0.13], [-0.49, 0.15, 0.30], [-0.02, 0.02, -0.11], [-0.03, 0.08, -0.06], [0.21, -0.07, -0.05], [-0.02, 0.12, 0.02], [-0.05, 0.09, -0.18], [-0.19, 1.66, -0.19], [0.09, -0.02, 0.07], [0.01, -0.03, -0.04], [0.14, -0.15, 0.19], [-0.07, 0.08, -0.02], [-0.07, 0.10, -0.04], [0.18, -0.22, -0.08], [-0.19, -0.25, 0.00], [-0.01, -0.06, -0.02], [-0.23, 0.37, -0.05], [0.04, -0.94, 0.35], [0.35, -0.46, -0.10], [-0.02, -0.05, 0.14], [0.00, 0.06, 0.05], [0.04, -0.09, 0.03], [0.06, -0.02, 0.06], [0.06, -0.05, 0.06], [-0.08, -0.10, -0.01], [-0.06, 0.04, 0.09], [0.10, 0.15, 0.03], [0.05, 0.03, -0.10], [-0.38, 0.51, -0.04], [-0.03, 0.09, -0.06], [-0.09, 0.00, -0.09], [0.05, -0.05, -0.05], [-0.03, 0.11, -0.10], [0.38, 0.18, -0.23], [-0.03, -0.12, -0.06], [0.04, -0.01, 0.08], [0.09, 0.02, 0.01]], "smiles": "CCC(CC)c1nc(C#N)c(N[C@@H](C)c2ccccc2)o1", "lumo_ev": 0.59, "max_force_ev_per_a": 1.68, "de_lowest_kj_mol": 147.5, "total_energy_ha": -899.90328, "orbital_gap_ev": 8.7673, "e_homo_ev": -8.2}

(2)
{"formula": "C24H18Br12F2O8", "method": "ωB97M-V with the def2-TZVPD basis set", "symbols": ["O", "H", "H", "C", "O", "Br", "O", "O", "H", "Br", "C", "C", "H", "H", "Br", "H", "Br", "C", "O", "O", "H", "H", "Br", "C", "Br", "Br", "H", "C", "Br", "C", "C", "C", "H", "C", "F", "F", "C", "H", "C", "Br", "Br", "C", "Br", "C", "Br", "C", "H", "C", "C", "C", "C", "O", "C", "C", "H", "H", "C", "C", "O", "H", "H", "H", "H", "C"], "xyz": [[21.494872, -29.555179, 4.461047], [23.257505, -24.718280, -1.768369], [13.945461, -24.597266, -6.304213], [15.188321, -26.120596, -5.466932], [22.216232, -28.285611, 6.108497], [22.757051, -27.560811, -7.085157], [16.392382, -24.361118, -6.443081], [22.720063, -30.437010, 6.177902], [19.036835, -28.454690, -3.351458], [23.166850, -22.281908, -1.297415], [18.939473, -27.531735, -3.909289], [15.229464, -27.367067, -4.789841], [23.499057, -30.606003, -1.970151], [23.541231, -30.016314, -6.838345], [18.279290, -27.583366, 0.225487], [13.974005, -28.984640, -4.109946], [21.257805, -24.579174, -0.217928], [22.371040, -28.984271, -0.906921], [24.467377, -28.801944, -1.776603], [22.433583, -27.965094, -1.904709], [20.829318, -24.817350, -4.739070], [11.855356, -25.690034, -5.742788], [24.397506, -24.790641, 0.421689], [16.463814, -27.917167, -4.204375], [23.903086, -33.106661, -0.232371], [18.104021, -30.018814, 2.365852], [21.060695, -26.673177, 5.678635], [20.105270, -26.787316, -4.080771], [25.918536, -35.429903, 0.692934], [14.010008, -28.004700, -4.574461], [22.206759, -29.517759, 5.604127], [18.810064, -25.100009, -5.196431], [20.020654, -29.258473, 1.047360], [12.793154, -27.439306, -4.873447], [21.705403, -27.931134, 2.851577], [22.416087, -28.422575, 0.324185], [23.065912, -24.186581, -0.845045], [21.412518, -29.496591, -0.994987], [12.770816, -26.170322, -5.417738], [21.916213, -29.681972, -4.911374], [18.768412, -30.555753, -0.718571], [23.610962, -29.802467, -1.242660], [25.035364, -28.832384, -5.240845], [16.442618, -25.332622, -5.725714], [22.732387, -35.326361, 1.679557], [21.125566, -28.242629, 4.031104], [24.000274, -30.212188, -0.309491], [23.383958, -29.166864, -6.190764], [18.977882, -29.325781, 0.767740], [17.702283, -27.104694, -4.396401], [13.956379, -25.554891, -5.804783], [16.522688, -28.927091, -3.532851], [17.655272, -25.868554, -5.052746], [20.000261, -25.501464, -4.604047], [11.882623, -28.007028, -4.739410], [20.038294, -28.243235, 3.983957], [23.701848, -27.820916, -2.288368], [24.092420, -34.969304, 0.302108], [24.129468, -26.985682, -3.023288], [23.793950, -35.475104, -0.604698], [22.548180, -26.722420, 4.791621], [21.082764, -27.106949, -3.752291], [18.726262, -24.090742, -5.577530], [21.737271, -27.355514, 5.160546]], "forces_ev_per_angstrom": [[-0.03, 0.15, -0.97], [-0.17, -0.11, 0.04], [0.05, 0.02, -0.03], [-0.02, -0.34, 0.52], [0.33, 0.69, 0.09], [0.33, -0.59, -0.07], [0.61, 0.21, 0.12], [-0.68, 0.43, -1.09], [-0.36, -0.20, -0.19], [0.20, -0.60, 0.26], [0.52, -0.30, 0.15], [-1.19, 0.86, -0.39], [-0.44, 0.14, -0.06], [-0.20, 0.18, -0.26], [0.40, -0.49, 0.36], [0.41, 0.04, 0.00], [0.54, -0.10, -0.22], [-0.60, -0.38, -1.38], [0.25, -0.26, 0.04], [-0.91, -0.06, 0.92], [0.30, -0.30, 0.35], [-0.16, -0.11, 0.34], [-0.25, 0.26, -0.24], [1.12, 0.00, 0.32], [0.25, -0.01, 0.12], [0.08, 0.22, -0.34], [-0.34, -0.30, -0.25], [-0.41, 1.01, 0.23], [-0.54, 0.04, 0.18], [0.16, -0.98, 0.62], [0.70, -1.02, 1.40], [-0.14, 0.26, 1.35], [0.06, 0.24, -0.27], [-0.06, 0.27, -0.30], [-0.25, -0.31, -0.19], [0.33, 0.11, 0.11], [-0.33, 0.38, 0.07], [0.11, 0.01, -0.17], [0.08, 0.34, -1.31], [0.90, -0.14, -0.62], [0.18, 0.12, 0.29], [0.03, 0.15, 1.09], [-0.30, -0.35, -0.48], [-1.17, -1.02, 0.20], [0.90, -0.12, -0.46], [0.49, 0.05, 1.95], [0.34, 0.13, -0.14], [-0.60, 0.56, 1.17], [-0.64, -0.02, -0.05], [0.34, 0.53, -0.13], [0.30, -0.20, 0.63], [-0.52, -0.07, -0.23], [0.66, 0.56, -0.89], [-0.24, -0.11, -1.31], [-0.02, 0.10, 0.22], [0.06, 0.23, -0.51], [1.34, 0.13, -0.69], [-0.66, 0.46, -0.08], [-0.57, 0.38, 0.50], [0.04, -0.42, 0.24], [0.10, -0.36, -0.24], [-0.20, -0.29, 0.22], [-0.06, -0.15, -0.38], [-0.44, 0.44, -0.16]], "lumo_ev": -1.00, "max_force_ev_per_a": 2.01, "de_lowest_kj_mol": 0.0, "total_energy_ha": -32615.16001, "orbital_gap_ev": 8.6715, "e_homo_ev": -9.7}

(3)
{"formula": "C5H13NO", "method": "ωB97M-V with the def2-TZVPD basis set", "symbols": ["H", "N", "H", "C", "H", "H", "H", "H", "H", "H", "H", "H", "C", "O", "H", "H", "H", "C", "C", "C"], "xyz": [[-1.919515, 1.886407, -0.175349], [-0.927775, -0.795372, 0.181421], [-0.467144, 0.840482, 1.306406], [-0.928721, 1.639548, -0.547994], [1.681802, 1.314391, -0.006617], [-0.236873, 2.476504, -0.605150], [-2.598092, -0.228865, 1.326882], [-1.083781, 1.289368, -1.575319], [-2.969000, -0.420051, -0.379595], [1.590494, -1.629088, 0.793330], [1.435355, -1.092877, -1.353642], [-0.746573, -1.322546, -0.657139], [1.210346, 0.330293, -0.002328], [1.489698, -0.132525, -1.325005], [1.581791, -0.504938, 2.029181], [2.980890, -0.428607, 0.891563], [-2.634146, -1.855530, 0.644188], [-0.280983, 0.483688, 0.283219], [-2.365114, -0.818975, 0.440489], [1.914103, -0.603883, 0.993340]], "forces_ev_per_angstrom": [[0.13, 0.34, 0.24], [-0.63, -0.50, 0.53], [0.65, -0.36, 0.19], [0.40, -1.36, -0.80], [-0.12, 0.07, 0.32], [-0.27, 0.30, 0.23], [0.09, -0.02, 0.10], [0.12, 0.09, -0.02], [-0.10, -0.05, -0.06], [0.47, -0.07, -0.37], [0.00, 0.00, 0.13], [0.27, 0.33, -0.32], [0.35, -0.29, 0.49], [-0.34, 0.09, -0.25], [0.17, 0.62, -0.02], [0.12, -0.47, 0.17], [-0.29, 0.07, -0.07], [-0.75, 1.13, -0.50], [0.44, -0.09, 0.04], [-0.70, 0.17, -0.04]], "smiles": "CN[C@H](C)[C@@H](C)O", "lumo_ev": 0.99, "max_force_ev_per_a": 1.63, "de_lowest_kj_mol": 105.3, "total_energy_ha": -328.27873, "orbital_gap_ev": 9.5902, "e_homo_ev": -8.6}